ORCA calculation (the ωB97M-V functional and the def2-TZVPD basis) on 13 unconnected molecules or ions with the total composition C24H64N13O23.

Last column: Löwdin charge in e.
Positions of all 124 atoms, in Å:
C -2.36767 -1.49569 -12.11866  0.031
C -1.20866 -0.77651 -11.46817  -0.368
O -0.95242 0.40613 -11.72368  0.152
N -0.55942 -1.47699 -10.30273  0.133
H -0.71323 -2.45191 -10.51717  0.155
H 0.44776 -1.42133 -10.25177  0.179
C -1.45152 -1.08153 -8.98751  0.094
H -3.20798 -0.80788 -12.21298  0.115
H -2.66522 -2.34610 -11.50516  0.089
H -2.18432 -1.78279 -13.15407  0.117
H -2.47995 -1.40577 -9.14662  0.099
H -1.53998 -0.00490 -8.84214  0.105
H -1.07027 -1.55160 -8.08099  0.099
C 8.23428 3.76340 0.07995  0.041
C 8.21245 3.72811 -1.44138  -0.333
O 9.12992 3.29629 -2.11163  0.159
N 6.87927 4.23264 -2.13827  0.122
H 6.44966 3.40946 -2.53565  0.171
H 6.24199 4.74296 -1.54365  0.170
C 7.33437 5.30830 -3.16994  0.031
H 9.12615 3.22767 0.40501  0.105
H 7.38377 3.13374 0.34123  0.108
H 8.35285 4.76837 0.48500  0.114
H 6.48880 5.55097 -3.81355  0.098
H 8.12587 4.97167 -3.83951  0.099
H 7.66639 6.20425 -2.64541  0.115
C -9.43103 -1.03565 -2.92371  0.009
C -10.48255 -1.83047 -2.23734  -0.306
O -11.38200 -1.27513 -1.54286  0.160
N -10.22492 -3.34664 -2.26712  0.115
H -9.93754 -3.72638 -3.15781  0.173
H -9.54207 -3.54842 -1.55082  0.188
C -11.53644 -4.06931 -1.95835  0.018
H -9.56636 -1.14586 -3.99966  0.098
H -8.41870 -1.35398 -2.67482  0.102
H -9.42201 0.04814 -2.80784  0.114
H -11.47899 -5.15437 -2.04458  0.106
H -12.29222 -3.86239 -2.71604  0.109
H -11.92602 -3.75894 -0.98882  0.113
C -0.80146 -1.91143 -0.31837  0.020
C -1.10538 -0.43871 -0.19403  -0.343
O -1.43763 0.11765 -1.23667  0.125
N -0.93262 0.20882 1.19678  0.139
H -1.76392 0.69298 1.50440  0.190
H -0.69465 -0.50844 1.86687  0.173
C 0.22973 1.24390 1.12702  0.062
H 0.27030 -2.05148 -0.17762  0.102
H -1.08558 -2.22943 -1.32149  0.098
H -1.22631 -2.43425 0.53852  0.104
H -0.06578 2.00816 0.40821  0.104
H 1.10135 0.72485 0.72832  0.104
H 0.40766 1.67528 2.11209  0.119
C 4.83832 2.55050 8.70579  0.032
C 4.39456 3.06883 10.03350  -0.393
O 4.91070 3.96361 10.63710  0.183
N 3.08706 2.54073 10.58496  0.111
H 2.48588 3.35209 10.60434  0.180
H 2.53508 2.04198 9.90183  0.175
C 3.29238 1.78936 11.95122  0.073
H 5.12691 1.49945 8.71619  0.107
H 5.72038 3.04771 8.30225  0.108
H 4.02952 2.59649 7.97651  0.108
H 3.74890 2.53362 12.60373  0.100
H 3.91029 0.90592 11.79049  0.110
H 2.34451 1.54157 12.42896  0.104
C -4.51368 -5.20815 8.17075  0.053
C -4.67627 -6.49859 7.29770  -0.323
O -5.67074 -7.14662 7.07449  0.169
N -3.37755 -6.85959 6.54898  0.088
H -2.86305 -6.01319 6.35150  0.164
H -2.79547 -7.42985 7.14570  0.177
C -3.60503 -7.45394 5.13989  0.050
H -4.28585 -4.30845 7.59913  0.110
H -3.63978 -5.41788 8.78753  0.091
H -5.40885 -5.17643 8.79184  0.102
H -2.69876 -8.01688 4.91658  0.104
H -3.88876 -6.60631 4.51609  0.118
H -4.41435 -8.17665 5.24384  0.094
C 8.31107 -4.65204 -2.34918  0.041
C 7.56360 -5.59998 -3.30595  -0.327
O 8.12625 -6.35777 -4.07908  0.170
N 6.03519 -5.58822 -3.17040  0.094
H 5.74874 -5.04248 -2.37026  0.176
H 5.56854 -5.02937 -3.87041  0.186
C 5.59461 -6.98769 -3.11582  -0.003
H 9.38645 -4.80892 -2.43321  0.106
H 7.92579 -4.65864 -1.32956  0.105
H 8.21907 -3.63292 -2.72472  0.098
H 4.57506 -7.10477 -2.74852  0.114
H 6.15794 -7.70216 -2.51558  0.125
H 5.63667 -7.35995 -4.13942  0.112
C 0.19641 7.28680 -6.32576  0.034
C -0.01258 7.11013 -4.85029  -0.399
O 0.69831 6.44712 -4.15076  0.174
N -1.20783 7.76488 -4.13577  0.131
H -2.09499 7.74672 -4.61817  0.179
H -1.40605 7.12124 -3.38308  0.179
C -0.61692 9.15712 -3.74464  0.064
H -0.27746 8.23550 -6.57782  0.089
H -0.28583 6.51801 -6.92949  0.106
H 1.25612 7.35134 -6.57261  0.109
H -1.02141 9.62982 -2.84963  0.122
H -0.51818 9.75697 -4.64936  0.105
H 0.42489 9.01001 -3.45987  0.107
N -5.85982 4.47058 1.13105  -0.681
O -5.02680 4.91495 0.32051  -0.136
O -5.55237 3.87706 2.18352  -0.091
O -7.06413 4.66285 0.92625  -0.091
N -6.62553 -2.56411 3.03691  -0.730
O -6.40198 -3.31426 2.03747  -0.173
O -5.74154 -2.18397 3.67904  -0.021
O -7.75106 -2.13024 3.29495  -0.074
N 0.31138 -1.61304 6.97960  -0.727
O 0.95927 -1.85597 7.96309  -0.077
O -0.07738 -2.40215 6.14994  -0.076
O -0.17477 -0.47832 7.02339  -0.117
N 2.73589 7.46288 2.39396  -0.707
O 3.02749 7.36955 3.58841  -0.074
O 3.56456 6.97027 1.58435  -0.174
O 1.71924 7.93749 1.98876  -0.044
N 4.62085 -2.53328 2.29806  -0.701
O 4.35067 -3.68132 2.52726  -0.050
O 4.70313 -2.10338 1.12408  -0.170
O 4.78488 -1.71515 3.22362  -0.076

Atoms 1-2, force components in eV/Å:
C 0.172 -0.238 0.546
C -0.629 5.180 -2.095

Output
Energy   -92328.862 eV
Frontier orbital gap   1.514 eV
HOMO level   -8.57 eV
Net charge   +3
Multiplicity   1
LUMO level   -0.25937 Ha

***

ORCA calculation (the ωB97M-V functional and the def2-TZVPD basis) on 8 unconnected molecules or ions with the total composition C24H64O8.

Last column: Löwdin charge in e.
Positions of all 96 atoms, in Å:
C -1.40474 3.50855 3.59759  -0.053
C -2.56834 4.36478 3.20514  -0.482
C -2.17220 5.19144 1.99799  -0.061
O -3.67699 3.56672 2.83484  -0.053
H -1.51073 2.91194 4.50365  0.082
H -0.49965 4.11118 3.67346  0.085
H -1.21463 2.78379 2.80596  0.065
H -2.81574 5.17167 3.89495  0.138
H -1.50767 6.00931 2.27656  0.084
H -2.99210 5.68760 1.47866  0.085
H -1.66451 4.60436 1.23270  0.067
H -4.15542 3.12413 3.53969  0.109
C -0.60120 -6.49570 3.30730  -0.053
C 0.01471 -5.37873 4.20104  -0.452
C -0.02077 -4.05253 3.49626  -0.080
O -0.71259 -5.45533 5.45672  -0.066
H -0.24821 -7.46727 3.65306  0.078
H -0.16762 -6.38242 2.31368  0.059
H -1.67208 -6.39783 3.12913  0.080
H 1.05244 -5.62792 4.42269  0.136
H 0.66119 -4.10388 2.64750  0.050
H 0.40507 -3.21549 4.04956  0.085
H -1.02617 -3.75195 3.20142  0.083
H -1.64713 -5.28544 5.31755  0.077
C 3.67448 -3.31387 1.39130  -0.038
C 3.30928 -3.99964 0.01802  -0.416
C 1.85494 -4.54261 0.10391  -0.066
O 3.34468 -2.97370 -0.97519  -0.097
H 2.94445 -2.54143 1.63320  0.053
H 4.72631 -3.03569 1.32532  0.075
H 3.54515 -3.98008 2.24426  0.063
H 4.02624 -4.72160 -0.37292  0.133
H 1.92088 -5.44235 0.71564  0.067
H 1.44919 -4.83931 -0.86327  0.078
H 1.13381 -3.85223 0.54145  0.041
H 2.69350 -2.28900 -0.80561  0.015
C -2.47435 2.13797 -0.50686  -0.041
C -3.99545 2.21587 -0.25237  -0.472
C -4.80595 1.57032 -1.35635  -0.050
O -4.30735 1.55835 0.96488  -0.055
H -1.92386 1.90874 0.40556  0.058
H -2.10770 3.06023 -0.95753  0.074
H -2.14172 1.35062 -1.18327  0.051
H -4.24052 3.27661 -0.19899  0.129
H -5.85195 1.64421 -1.05883  0.086
H -4.53047 0.54146 -1.58800  0.052
H -4.56872 1.99156 -2.33328  0.084
H -3.92577 2.04927 1.69632  0.037
C -3.14690 -1.30053 -3.19214  -0.057
C -2.21869 -1.62825 -2.02345  -0.496
C -2.07942 -3.04713 -1.75837  -0.060
O -0.91918 -1.05792 -2.39447  -0.063
H -2.85998 -1.80753 -4.11341  0.086
H -3.11004 -0.24658 -3.46770  0.071
H -4.18669 -1.54331 -2.97308  0.085
H -2.64646 -1.19606 -1.11884  0.115
H -3.00255 -3.53423 -1.44423  0.099
H -1.35325 -3.26010 -0.97388  0.077
H -1.74047 -3.49960 -2.69029  0.096
H -1.00408 -0.13890 -2.65865  0.072
C 1.51781 4.21077 -1.59947  -0.025
C 2.67656 4.95487 -0.82312  -0.468
C 3.09433 4.30709 0.49299  -0.050
O 3.81310 5.02839 -1.64253  -0.066
H 0.57593 4.08629 -1.06518  0.062
H 1.83034 3.23625 -1.97460  0.046
H 1.24286 4.73617 -2.51405  0.075
H 2.39866 6.00526 -0.73620  0.128
H 3.21503 3.22465 0.53608  0.069
H 2.40293 4.69074 1.24324  0.073
H 4.07134 4.70208 0.77145  0.071
H 4.49561 5.59666 -1.27804  0.087
C 3.00086 0.23085 -5.43436  -0.061
C 2.09053 0.57932 -4.29458  -0.471
C 2.79636 0.43646 -2.91669  -0.046
O 1.79992 1.95817 -4.41764  -0.066
H 2.61320 0.50257 -6.41619  0.083
H 3.31249 -0.81093 -5.35897  0.085
H 3.93450 0.78675 -5.34832  0.080
H 1.17064 0.00170 -4.20364  0.129
H 3.77876 0.90705 -2.87739  0.084
H 3.02450 -0.59240 -2.63831  0.073
H 2.25010 0.86262 -2.07521  0.047
H 2.60257 2.42848 -4.18064  0.079
C 0.89556 0.83284 0.48132  -0.040
C 0.85769 -0.67265 0.84978  -0.406
C -0.51909 -1.20237 1.32008  -0.019
O 1.31427 -1.46384 -0.25279  -0.080
H 1.91937 1.16326 0.30595  0.066
H 0.43988 1.40653 1.28837  0.067
H 0.32244 1.05043 -0.41994  0.062
H 1.53801 -0.78080 1.69451  0.127
H -0.84335 -0.60413 2.17159  0.082
H -0.39920 -2.21643 1.70141  0.039
H -1.33014 -1.28389 0.59644  0.062
H 0.75935 -1.23351 -1.00153  0.068

Atoms 1-2, force components in eV/Å:
C 0.748 -0.422 0.276
C 0.137 0.759 -0.583

Output
Energy   -42304.251 eV
Frontier orbital gap   9.663 eV
HOMO level   -9.20 eV
ΔE to the lowest compared entry with this formula, charge and spin   53.2 kcal/mol
SMILES   CC(C)O.CC(C)O.CC(C)O.CC(C)O.CC(C)O.CC(C)O.CC(C)O.CC(C)O
Net charge   0
Multiplicity   1
LUMO level   0.01705 Ha